No. 1
Formula: C22H63N9O7
Source: OMol25
Level of theory: ωB97M-V/def2-TZVPD

Its LUMO energy is -0.2 eV. The HOMO-LUMO gap is 7.22 eV. The strongest force on any atom is 0.33955 Eh/bohr. For the HOMO energy, the calculation gives -7.46 eV.

CARTESIAN COORDINATES (ANGSTROEM)
C  2.27  0.95  3.28
O  2.91  1.48  4.15
N  1.72  -0.27  3.28
N  2.15  1.57  2.12
H  1.90  -0.84  4.09
H  1.17  -0.58  2.49
H  1.96  0.98  1.32
H  2.38  2.55  2.08
C  2.43  -3.24  2.06
O  3.65  -3.34  2.08
N  1.85  -2.68  1.06
N  1.65  -3.43  3.06
H  2.31  -2.70  0.16
H  0.89  -2.42  1.23
H  0.65  -3.50  2.99
H  2.16  -3.74  3.87
C  1.67  -2.36  -6.78
C  1.54  -1.38  -5.56
C  1.93  -2.07  -4.17
O  1.66  -1.17  -3.05
C  1.83  -1.61  -1.69
N  2.18  -0.16  -5.86
H  1.26  -1.85  -7.66
H  1.24  -3.36  -6.78
H  2.73  -2.45  -6.99
H  0.45  -1.30  -5.50
H  3.00  -2.17  -4.37
H  1.46  -3.04  -4.04
H  1.53  -2.64  -1.50
H  1.19  -1.02  -1.03
H  2.90  -1.62  -1.50
H  1.58  0.02  -6.66
H  1.79  0.59  -5.30
C  -4.78  0.36  5.26
C  -3.25  0.67  5.18
C  -2.96  1.63  3.96
O  -1.52  1.74  3.60
C  -0.79  0.51  3.46
N  -2.82  1.38  6.37
H  -4.83  -0.39  6.05
H  -5.12  -0.04  4.30
H  -5.40  1.23  5.48
H  -2.76  -0.29  5.00
H  -3.27  2.67  4.07
H  -3.55  1.32  3.09
H  0.15  0.90  3.08
H  -1.26  -0.17  2.74
H  -0.74  0.07  4.46
H  -1.85  1.58  6.18
H  -3.27  2.26  6.13
C  1.01  4.60  -2.21
C  -0.08  3.69  -1.65
C  0.39  2.61  -0.76
O  1.08  1.60  -1.53
C  1.52  0.61  -0.59
N  -1.25  4.41  -1.12
H  0.54  5.42  -2.75
H  1.78  4.13  -2.81
H  1.61  5.01  -1.40
H  -0.53  3.11  -2.45
H  -0.42  2.20  -0.15
H  1.14  3.07  -0.12
H  1.83  -0.32  -1.06
H  0.86  0.38  0.25
H  2.39  1.12  -0.20
H  -1.18  4.61  -0.13
H  -2.16  3.98  -1.11
C  -0.67  0.88  1.69
C  0.13  -0.44  1.52
C  -0.21  -1.10  0.26
O  0.39  -2.48  0.19
C  -0.10  -3.31  -0.80
N  1.57  -0.26  1.50
H  -1.71  0.73  1.99
H  -0.59  1.55  0.84
H  -0.12  1.53  2.37
H  0.03  -1.00  2.45
H  0.11  -0.65  -0.68
H  -1.30  -1.14  0.18
H  0.48  -4.23  -0.79
H  0.08  -2.92  -1.80
H  -1.16  -3.55  -0.66
H  1.98  -0.50  0.60
H  2.04  -1.00  2.00
C  -2.37  1.42  -0.38
C  -1.26  0.74  -1.15
C  -1.69  -0.58  -1.81
O  -0.50  -1.14  -2.49
C  -0.91  -2.31  -3.21
N  -0.73  1.57  -2.22
H  -3.27  1.64  -0.96
H  -2.05  2.33  0.12
H  -2.68  0.86  0.50
H  -0.48  0.72  -0.38
H  -2.44  -0.55  -2.60
H  -1.94  -1.32  -1.06
H  -1.52  -2.02  -4.06
H  -1.36  -2.96  -2.46
H  -0.01  -2.81  -3.57
H  -0.10  1.14  -2.87
H  -0.15  2.27  -1.78

These are the Löwdin partial charges, in e, on atoms 1 to 2: C -0.672; O 0.056

***

No. 2
Formula: C22H37ClNO15S
Source: OMol25
Level of theory: ωB97M-V/def2-TZVPD

Its LUMO energy is -4.2 eV. The HOMO-LUMO gap is 8.44 eV. Its charge is +1. The strongest force on any atom is 0.02500 Eh/bohr. For the HOMO energy, the calculation gives -12.62 eV.

CARTESIAN COORDINATES (ANGSTROEM)
C  -0.82  5.22  0.51
C  -2.28  4.77  0.46
O  -2.53  4.05  -0.75
C  -3.38  2.94  -0.68
C  -2.66  1.72  -1.21
N  -1.84  0.99  -0.22
C  -1.85  1.09  1.04
C  -0.91  0.16  1.74
O  -1.74  -0.88  2.27
O  -0.17  0.74  2.74
C  -0.03  -0.43  0.60
S  0.17  -2.20  0.90
C  1.34  0.24  0.55
O  1.20  1.64  0.41
C  1.93  2.43  1.33
C  -0.88  -0.05  -0.71
Cl  -1.96  -1.34  -1.32
O  -0.11  0.52  -1.66
C  0.20  -0.16  -2.89
C  1.22  0.68  -3.65
C  0.97  2.17  -3.55
O  1.08  0.22  -4.99
H  -0.74  6.30  0.35
H  -0.28  4.74  -0.31
H  -0.34  4.95  1.45
H  -2.51  4.15  1.33
H  -2.94  5.64  0.49
H  -3.79  2.80  0.32
H  -4.24  3.10  -1.34
H  -3.39  1.00  -1.59
H  -2.00  2.00  -2.03
H  -2.50  1.78  1.56
H  -2.59  -0.50  2.54
H  -0.69  1.39  3.23
H  1.10  -2.39  -0.04
H  1.88  -0.16  -0.32
H  1.90  -0.05  1.44
H  2.92  2.68  0.93
H  1.37  3.35  1.50
H  2.05  1.94  2.30
H  -0.68  -0.26  -3.52
H  0.61  -1.16  -2.70
H  2.24  0.46  -3.31
H  -0.06  2.44  -3.76
H  1.30  2.58  -2.59
H  1.59  2.65  -4.31
H  1.93  0.32  -5.43
C  -5.17  -2.64  4.89
C  -4.45  -2.76  3.56
O  -4.96  -1.65  2.82
C  -5.39  -0.72  3.71
O  -5.67  0.40  3.42
O  -5.42  -1.23  4.96
H  -4.57  -2.95  5.74
H  -6.12  -3.17  4.90
H  -3.37  -2.63  3.66
H  -4.65  -3.69  3.03
C  6.79  1.58  -2.07
C  5.73  0.66  -1.51
O  4.53  1.17  -2.12
C  4.88  1.84  -3.25
O  4.12  2.24  -4.07
O  6.22  1.97  -3.32
H  7.75  1.10  -2.23
H  6.94  2.47  -1.46
H  5.87  -0.38  -1.83
H  5.65  0.70  -0.43
C  0.44  -6.09  0.67
C  1.50  -6.24  -0.41
O  2.45  -7.10  0.22
C  1.81  -7.81  1.19
O  2.28  -8.73  1.78
O  0.56  -7.32  1.38
H  -0.57  -5.98  0.28
H  0.65  -5.27  1.35
H  1.11  -6.73  -1.31
H  1.97  -5.31  -0.69

These are the Löwdin partial charges, in e, on atoms 1 to 2: C -0.051; C -0.237

***

No. 3
Formula: H2O5P2
Source: OMol25
Level of theory: ωB97M-V/def2-TZVPD

Its LUMO energy is 7.3 eV. The HOMO-LUMO gap is 6.34 eV. Its charge is -2. The strongest force on any atom is 0.07125 Eh/bohr. For the HOMO energy, the calculation gives 0.97 eV.

CARTESIAN COORDINATES (ANGSTROEM)
O  -2.21  -0.51  0.09
P  -1.10  -0.48  1.05
O  -0.71  1.31  1.07
P  0.86  -0.63  -0.17
O  1.94  0.16  0.56
O  1.27  -1.90  -0.96
O  0.37  0.41  -1.38
H  0.26  1.23  0.97
H  -0.68  0.40  -1.23

These are the Löwdin partial charges, in e, on atoms 1 to 2: O -0.656; P 0.421

***

No. 4
Formula: C3H4NOS
Source: OMol25
Level of theory: ωB97M-V/def2-TZVPD

Its LUMO energy (spin up / spin down) is -7.7 / -7.7 eV. The HOMO-LUMO gap (spin up / spin down) is 7.42 / 7.42 eV. Its charge is +1. The strongest force on any atom is 0.11404 Eh/bohr. For the HOMO energy (spin up / spin down), the calculation gives -15.13 / -15.13 eV.

CARTESIAN COORDINATES (ANGSTROEM)
C  0.35  0.35  1.42
N  1.29  0.57  0.48
C  1.60  0.70  -0.66
S  -0.11  0.59  -1.61
C  -0.94  -0.48  -0.32
O  -0.08  -0.35  -2.61
H  -0.13  1.27  2.01
H  0.50  -0.60  2.00
H  -0.52  -1.47  -0.03
H  -1.95  -0.58  -0.68

These are the Löwdin partial charges, in e, on atoms 1 to 2: C 0.025; N -0.041

***

No. 5
Formula: C4H6O3Tl
Source: OMol25
Level of theory: ωB97M-V/def2-TZVPD

Its LUMO energy (spin up / spin down) is -0.4 / -0.3 eV. The HOMO-LUMO gap (spin up / spin down) is 7.40 / 7.22 eV. The strongest force on any atom is 0.04427 Eh/bohr. The spin multiplicity is 2. For the HOMO energy (spin up / spin down), the calculation gives -7.81 / -7.57 eV.

CARTESIAN COORDINATES (ANGSTROEM)
H  -4.78  0.44  -0.54
C  -4.48  -0.10  0.48
H  -4.89  0.35  1.40
H  -4.78  -1.15  0.31
C  -3.23  0.32  0.04
O  1.24  1.47  0.86
C  1.76  0.55  0.18
O  1.15  -0.34  -0.45
Tl  -0.79  0.58  0.31
O  3.12  0.56  0.17
C  3.78  -0.48  -0.55
H  3.51  -1.46  -0.16
H  3.54  -0.43  -1.62
H  4.85  -0.31  -0.41

These are the Löwdin partial charges, in e, on atoms 1 to 2: H 0.141; C -0.246

***

No. 6
Formula: C5H9ClN4O
Source: OMol25
Level of theory: ωB97M-V/def2-TZVPD

Its LUMO energy (spin up / spin down) is -1.1 / 0.2 eV. The HOMO-LUMO gap (spin up / spin down) is 7.01 / 8.26 eV. The strongest force on any atom is 0.07973 Eh/bohr. For the HOMO energy (spin up / spin down), the calculation gives -8.06 / -8.05 eV.

CARTESIAN COORDINATES (ANGSTROEM)
C  -2.70  -0.71  1.16
C  -0.05  2.38  0.24
C  1.67  -0.68  0.59
C  2.08  -1.14  -0.68
C  -0.49  1.15  -0.47
N  -2.51  -1.46  0.12
N  -2.09  0.51  1.07
N  -1.69  -0.88  -0.64
N  -1.48  0.37  -0.06
O  1.80  -2.45  -1.08
Cl  0.14  0.81  -2.06
H  -3.41  -0.94  1.95
H  -0.15  3.23  -0.37
H  0.96  2.14  0.65
H  -0.79  2.42  1.07
H  0.75  -0.92  1.09
H  2.13  0.19  1.05
H  1.74  -0.40  -1.38
H  3.20  -1.04  -0.87
H  0.88  -2.58  -1.35

These are the Löwdin partial charges, in e, on atoms 1 to 2: C -0.203; C -0.067